## one
Entry from the Open Molecules 2025 dataset: 2 unconnected molecules or ions with the total composition C6H10N (ωB97M-V/def2-TZVPD).

The geometry in XYZ format:
```
17
Properties=species:S:1:pos:R:3:nbo_charge:R:1
C 2.327 -0.853 0.686 0.0183
C 1.542 0.065 0.673 -0.0823
C 0.381 -1.870 -1.417 -0.3222
C -0.242 -0.741 -1.509 -0.2827
C -0.475 1.593 0.783 -0.2906
C 0.712 1.052 0.107 -0.0027
N -1.084 0.659 1.651 -0.8541
H 2.738 -1.784 0.895 0.2616
H 0.196 -2.709 -1.947 0.2417
H 1.262 -1.994 -0.779 0.1987
H -1.174 -0.717 -2.185 0.2713
H -0.091 2.499 1.373 0.3002
H -1.151 2.205 0.214 0.2694
H 1.377 1.807 -0.299 0.2885
H -0.924 -0.364 1.779 0.4165
H -1.750 0.935 2.306 0.4024
H 0.230 0.237 -1.129 0.1661
```

HOMO-LUMO gap (spin up / spin down): 6.708 / 6.709 eV
Molar mass: 96.153 g mol⁻¹
Total charge: +1
Multiplicity: 1

***

## two
Entry from the Open Molecules 2025 dataset: a gas-phase ion, C6H10N (charge +1) (ωB97M-V/def2-TZVPD).

The geometry in XYZ format:
```
17
Properties=species:S:1:pos:R:3:nbo_charge:R:1
C -2.668 -0.228 0.095 -0.6321
C -1.401 -1.033 -0.120 -0.2445
C -0.158 -0.562 -0.178 -0.0060
C 1.283 -0.414 -0.243 0.1605
C 2.497 -1.225 -0.713 -0.6699
C 0.641 0.665 0.117 -0.0047
N 0.663 1.881 0.948 -0.6689
H -2.668 0.453 0.852 0.2010
H -3.588 -0.820 0.094 0.2483
H -2.658 0.377 -0.806 0.2229
H -1.429 -2.032 -0.520 0.2295
H 3.502 -0.867 -0.392 0.2570
H 2.271 -1.485 -1.792 0.2759
H 2.369 -2.081 -0.111 0.2527
H 1.431 1.889 1.593 0.4572
H -0.212 1.901 1.436 0.4563
H 0.664 2.607 0.240 0.4649
```

HOMO-LUMO gap: 7.987 eV
Molar mass: 96.153 g mol⁻¹
Total charge: +1
Multiplicity: 1

***

## three
Entry from the Open Molecules 2025 dataset: a gas-phase ion, C6H10N (charge +1) (ωB97M-V/def2-TZVPD).

The geometry in XYZ format:
```
17
Properties=species:S:1:pos:R:3:lowdin_charge:R:1
C 1.298 -1.389 -0.394 0.0023
N 0.565 -0.592 0.622 0.0426
C -0.202 0.599 0.201 -0.3257
C 0.634 1.724 -0.328 0.0079
C -1.406 -0.283 -0.960 0.2054
C -2.234 -0.562 0.197 -0.0113
C -1.637 0.680 0.560 -0.0698
H 0.530 -2.084 -0.901 0.1398
H 1.785 -0.812 -1.130 0.0939
H 1.839 -2.140 0.106 0.0974
H 1.344 -0.321 1.204 0.1774
H 0.245 -1.450 0.971 0.1486
H 1.436 2.044 0.323 0.0976
H 0.041 2.547 -0.342 0.0602
H 1.067 1.370 -1.320 0.1288
H -3.169 -0.911 0.296 0.0682
H -2.137 1.578 0.894 0.1367
```

HOMO-LUMO gap: 9.665 eV
Molar mass: 96.153 g mol⁻¹
Total charge: +1
Multiplicity: 1

***

## four
Entry from the Open Molecules 2025 dataset: a gas-phase ion, C6H10N (charge +1) (ωB97M-V/def2-TZVPD).

The geometry in XYZ format:
```
17
Properties=species:S:1:pos:R:3:nbo_charge:R:1
C 2.770 -0.146 0.531 -0.6148
C 1.725 -0.332 -0.635 -0.2524
C 0.382 -0.437 -0.457 0.0019
C -1.081 -0.471 -0.789 0.1704
C -2.157 -0.538 -1.657 -0.7109
C -0.730 -0.261 0.473 0.0129
N -0.921 -0.086 1.920 -0.6973
H 2.155 0.210 1.383 0.1690
H 3.328 0.705 0.076 0.2403
H 3.332 -1.052 0.794 0.2386
H 2.157 -0.282 -1.605 0.2247
H -3.197 -0.453 -1.343 0.2649
H -2.085 -1.442 -2.319 0.2779
H -2.076 0.420 -2.345 0.2792
H -0.240 -0.695 2.518 0.4732
H -1.875 -0.228 2.351 0.4638
H -0.652 0.880 2.065 0.4587
```

HOMO-LUMO gap: 7.774 eV
Molar mass: 96.153 g mol⁻¹
Total charge: +1
Multiplicity: 1

***

Which is the most stable structure? two is the most stable.

***

## one
Entry from the Open Molecules 2025 dataset: 2 unconnected molecules or ions with the total composition C6H10N (ωB97M-V/def2-TZVPD).

The geometry in XYZ format:
```
17
Properties=species:S:1:pos:R:3:nbo_charge:R:1
C 1.006 -0.514 -3.088 -0.1850
C 1.482 -0.592 -2.002 -0.0583
C -2.087 1.742 -0.395 -0.0516
C -1.368 1.008 0.236 0.0345
C 2.304 -0.880 -0.853 -0.6823
C -1.480 -0.088 2.278 -0.4005
N -0.577 0.362 1.148 -0.5499
H 0.667 -0.222 -3.998 0.2324
H -2.727 2.041 -1.148 0.2624
H 2.877 -1.738 -1.093 0.2654
H 1.822 -1.013 0.079 0.1807
H 2.987 0.000 -0.768 0.2528
H -1.333 0.442 3.181 0.2481
H -2.530 0.064 1.992 0.2649
H -1.079 -1.088 2.383 0.2355
H -0.157 -0.417 0.504 0.4862
H 0.192 0.893 1.545 0.4647
```

HOMO-LUMO gap: 9.462 eV
Molar mass: 96.153 g mol⁻¹
Total charge: +1
Multiplicity: 1

***

## two
Entry from the Open Molecules 2025 dataset: a gas-phase ion, C6H10N (charge +1) (ωB97M-V/def2-TZVPD).

The geometry in XYZ format:
```
17
Properties=species:S:1:pos:R:3:nbo_charge:R:1
C -2.872 -0.011 0.316 -0.4279
C -1.716 -0.356 -0.188 0.0961
C -0.575 -0.901 -0.514 -0.3381
C 0.655 -0.219 -0.225 0.1873
C 1.760 -1.077 0.357 -0.6498
C 0.856 1.002 -0.892 -0.2300
N 0.389 1.140 0.529 -0.5921
H -3.262 -0.473 1.191 0.2460
H -3.423 0.862 0.080 0.2385
H -0.444 -1.750 -1.122 0.2654
H 2.473 -1.220 -0.501 0.2598
H 1.300 -2.002 0.877 0.2672
H 2.354 -0.620 1.137 0.2484
H 1.887 1.198 -1.143 0.2455
H 0.114 1.182 -1.697 0.2628
H -0.486 1.735 0.491 0.4629
H 0.990 1.509 1.305 0.4578
```

HOMO-LUMO gap: 10.554 eV
Molar mass: 96.153 g mol⁻¹
Total charge: +1
Multiplicity: 1

***

## three
Entry from the Open Molecules 2025 dataset: 2 unconnected molecules or ions with the total composition C6H10N (ωB97M-V/def2-TZVPD).

The geometry in XYZ format:
```
17
Properties=species:S:1:pos:R:3:nbo_charge:R:1
C 2.552 1.250 0.269 -0.3827
C 1.896 0.235 -0.008 0.0014
C 0.999 -2.166 -0.519 -0.3716
C 1.425 -0.915 -0.297 -0.1182
C -1.572 0.656 1.145 -0.4715
C -1.927 0.126 -1.104 0.0927
N -1.149 0.185 -0.066 -0.4104
H 3.526 1.074 0.554 0.2465
H -0.028 -2.350 -0.867 0.2016
H 1.553 -3.103 -0.457 0.2553
H -1.224 1.611 1.479 0.2608
H -2.693 0.769 1.294 0.2494
H -1.065 0.109 1.924 0.2531
H -3.000 0.467 -0.984 0.2205
H 2.514 2.335 0.040 0.2579
H -1.678 -0.154 -2.182 0.2534
H -0.130 -0.128 -0.221 0.4620
```

HOMO-LUMO gap: 8.395 eV
Molar mass: 96.153 g mol⁻¹
Total charge: +1
Multiplicity: 1

***

Which is the most stable structure? two is the most stable.

***

## one
Entry from the Open Molecules 2025 dataset: a gas-phase ion, C6H10N (charge +1) (ωB97M-V/def2-TZVPD).

The geometry in XYZ format:
```
17
Properties=species:S:1:pos:R:3:nbo_charge:R:1
C -3.101 -0.132 -0.106 -0.3360
C -1.894 0.194 -0.048 0.0382
C -0.663 0.519 -0.110 0.0844
C 0.228 1.644 0.349 -0.4485
C 1.454 0.908 -0.312 -0.2023
N 0.586 -0.334 -0.584 -0.3686
C 0.799 -1.565 0.290 -0.4471
H -3.547 -0.694 0.685 0.2542
H -3.685 0.356 -0.923 0.2628
H 0.206 1.962 1.337 0.2517
H -0.035 2.685 -0.156 0.2463
H 1.796 1.503 -1.126 0.2460
H 2.267 0.715 0.292 0.2268
H 0.616 -0.568 -1.566 0.4403
H 0.611 -1.354 1.414 0.2495
H 0.001 -2.344 0.004 0.2510
H 1.817 -2.015 0.257 0.2514
```

HOMO-LUMO gap: 10.899 eV
Molar mass: 96.153 g mol⁻¹
Total charge: +1
Multiplicity: 1

***

## two
Entry from the Open Molecules 2025 dataset: a gas-phase ion, C6H10N (charge +1) (ωB97M-V/def2-TZVPD).

The geometry in XYZ format:
```
17
Properties=species:S:1:pos:R:3:nbo_charge:R:1
C 2.253 1.696 0.400 -0.0833
C 1.224 1.094 0.276 -0.1178
C 0.110 0.148 0.618 0.0951
C 0.590 -0.716 1.736 -0.6089
C -1.305 0.490 0.333 -0.2335
N -0.644 -0.421 -0.485 -0.3494
C -0.294 -0.006 -1.879 -0.4093
H 2.938 2.474 0.479 0.2565
H 1.462 -1.057 1.160 0.2539
H -0.240 -1.348 2.072 0.2324
H 0.706 0.023 2.535 0.2628
H -2.161 0.149 1.102 0.2696
H -1.499 1.485 -0.022 0.2586
H -0.894 -1.374 -0.530 0.4488
H -1.105 0.231 -2.461 0.2352
H 0.384 0.919 -1.792 0.2548
H 0.277 -0.788 -2.297 0.2345
```

HOMO-LUMO gap: 11.709 eV
Molar mass: 96.153 g mol⁻¹
Total charge: +1
Multiplicity: 1

***

## three
Entry from the Open Molecules 2025 dataset: a gas-phase ion, C6H10N (charge +1) (ωB97M-V/def2-TZVPD).

The geometry in XYZ format:
```
17
Properties=species:S:1:pos:R:3:nbo_charge:R:1
C 3.932 0.294 -0.007 -0.3503
C 2.665 0.127 -0.393 0.0721
C 1.418 -0.014 -0.518 -0.0962
C 0.135 -0.212 -0.539 0.1675
N -0.211 -1.727 0.127 -0.7359
C -1.093 0.626 -0.548 -0.4707
C -1.528 0.971 0.845 -0.5793
H 4.474 -0.367 0.720 0.2662
H 4.486 1.223 -0.511 0.2720
H 0.690 -2.192 0.266 0.4465
H -0.706 -2.256 -0.596 0.4319
H -0.835 -1.720 0.917 0.4342
H -1.912 0.016 -1.112 0.2245
H -0.982 1.610 -1.116 0.2750
H -1.726 -0.029 1.324 0.1607
H -2.497 1.445 0.864 0.2527
H -0.702 1.389 1.378 0.2291
```

HOMO-LUMO gap: 9.081 eV
Molar mass: 96.153 g mol⁻¹
Total charge: +1
Multiplicity: 1

***

## four
Entry from the Open Molecules 2025 dataset: a molecular structure, C6H10N (ωB97M-V/def2-TZVPD).

The geometry in XYZ format:
```
17
Properties=species:S:1:pos:R:3:nbo_charge:R:1
C 2.860 -0.268 -0.232 -0.2671
C 1.758 0.124 -0.541 -0.1173
C -1.172 -0.264 1.307 0.1150
C -0.191 1.970 -0.046 -0.7027
C -0.669 -1.905 -0.355 -0.4202
C -0.230 0.584 -0.653 0.0725
N -0.716 -0.489 0.088 -0.2740
H 3.904 -0.389 -0.196 0.2566
H -1.171 0.796 1.584 0.2348
H -1.674 -1.063 1.926 0.2536
H 0.429 2.647 -0.666 0.2928
H -1.242 2.521 -0.087 0.2534
H 0.143 2.065 1.005 0.2523
H 0.198 -2.331 0.100 0.2567
H -0.416 -1.994 -1.422 0.2558
H -1.583 -2.362 -0.045 0.2406
H -0.229 0.360 -1.769 0.2972
```

HOMO-LUMO gap: 8.264 eV
Molar mass: 96.153 g mol⁻¹
Total charge: +1
Multiplicity: 1

***

Which is the most stable structure? one is the most stable.